[1]
Formula: C2H3F2N3O5
Source: OMol25
Level of theory: ωB97M-V/def2-TZVPD

Computed properties:
**Structure (SMILES)**: O=[N+]([O-])C(CO)(N(F)F)[N+](=O)[O-]
**Energy relative to the best compared isomer or geometry (same formula, charge and spin)**: 1.1746 eV
**Highest occupied orbital energy**: -11.38 eV

```
! RIJCOSX wB97M-V def2-TZVPD def2/J DEFGRID3
* xyz 0 1
O -0.5843 2.2184 0.1936
N 0.0847 1.5540 -0.5025
O 0.4788 1.6886 -1.6179
C 0.3632 0.0920 0.0916
C -1.0398 -0.5450 0.2563
O -1.6466 -0.2917 -1.0065
N 1.1430 0.1915 1.3153
F 0.3939 0.9062 2.1927
F 1.2328 -1.0696 1.9154
N 1.2213 -0.6502 -0.8456
O 0.7241 -1.5432 -1.4542
O 2.3327 -0.2234 -0.8780
H -0.7742 -1.5311 0.7032
H -1.7255 0.0913 1.0697
H -2.2042 -0.8879 -1.4331
*
```

=====

[2]
Formula: C2H3F2NO
Source: OMol25
Level of theory: ωB97M-V/def2-TZVPD

Computed properties:
**Energy relative to the best compared isomer or geometry (same formula, charge and spin)**: 4.4167 eV
**Highest occupied orbital energy (alpha / beta)**: -7.32 / -6.92 eV

```
! RIJCOSX wB97M-V def2-TZVPD def2/J DEFGRID3
* xyz 0 1
C 0.5234 0.0899 -0.2862
C -1.3312 -1.1726 0.0425
N 0.6566 1.4349 -0.0901
O -0.5089 -0.3381 -0.9741
F -0.8212 -2.3885 0.2515
F -1.3400 -0.6248 1.3093
H 1.2612 -0.7336 0.0562
H 1.5456 1.7108 0.2010
H 0.0144 2.0221 -0.5100
*
```

=====

[3]
Formula: C2H3F2PS
Source: OMol25
Level of theory: ωB97M-V/def2-TZVPD

Computed properties:
**Structure (SMILES)**: C=CP(F)(F)=S
**Energy relative to the best compared isomer or geometry (same formula, charge and spin)**: 0.9998 eV
**Highest occupied orbital energy**: -10.02 eV

```
! RIJCOSX wB97M-V def2-TZVPD def2/J DEFGRID3
* xyz 0 1
C 0.2112 -0.2855 0.2345
C 0.2019 0.8740 -0.3841
P 0.6416 2.1636 0.8907
F 0.2015 3.6050 0.0527
F 2.1140 2.2894 0.3819
S 0.3930 2.3657 2.8436
H 0.1162 -1.1591 -0.3232
H 0.6844 -0.4241 1.2149
H 0.0212 1.1760 -1.3935
*
```

=====

[4]
Formula: C2H3F2S
Source: OMol25
Level of theory: ωB97M-V/def2-TZVPD

Computed properties:
**Energy relative to the best compared isomer or geometry (same formula, charge and spin)**: 2.0865 eV
**Highest occupied orbital energy (alpha / beta)**: -7.54 / -10.26 eV

```
! RIJCOSX wB97M-V def2-TZVPD def2/J DEFGRID3
* xyz 0 2
S 1.6613 1.6274 1.2333
C 0.8525 0.2577 1.0925
F 0.3890 -0.4546 2.0769
F 0.3690 -0.6397 -0.3722
C -0.2116 -1.6957 -1.8608
H -0.3512 -0.9437 -2.6427
H -1.1228 -2.1505 -1.4719
H 0.6322 -2.3743 -2.0057
*
```

=====

[5]
Formula: C2H3F3NO
Source: OMol25
Level of theory: ωB97M-V/def2-TZVPD

Computed properties:
**Energy relative to the best compared isomer or geometry (same formula, charge and spin)**: 0.4700 eV
**Highest occupied orbital energy**: -2.92 eV

```
! RIJCOSX wB97M-V def2-TZVPD def2/J DEFGRID3
* xyz -1 1
C 2.2247 0.1131 -0.6867
C -1.8260 0.1315 0.5310
N 1.7495 -0.9987 -0.3688
O 0.5389 -1.1418 0.1916
F -1.6840 1.4613 0.6351
F -2.7096 -0.0484 -0.4395
F -2.4383 -0.3329 1.6776
H 1.6649 1.0166 -0.4533
H 3.1845 -0.0125 -1.2609
H -0.7047 -0.1880 0.1738
*
```

=====

[6]
Formula: C2H3F3O2
Source: OMol25
Level of theory: ωB97M-V/def2-TZVPD

Computed properties:
**Structure (SMILES)**: OC(O)(F)C(F)F
**Energy relative to the best compared isomer or geometry (same formula, charge and spin)**: 0.0000 eV
**Highest occupied orbital energy**: -11.38 eV

```
! RIJCOSX wB97M-V def2-TZVPD def2/J DEFGRID3
* xyz 0 1
O 1.2922 1.1241 -0.0919
C 0.5424 0.0510 -0.3618
O 1.0924 -1.1411 0.0161
F 0.1841 0.0038 -1.6482
C -0.7769 0.0347 0.5225
F -1.5090 -1.0860 0.1343
F -1.6045 1.0515 0.2545
H 0.7405 1.9142 0.0517
H 0.6840 -1.8454 -0.5174
H -0.6452 -0.1067 1.6403
*
```

=====

[7]
Formula: C2H3F3O2
Source: OMol25
Level of theory: ωB97M-V/def2-TZVPD

Computed properties:
**Energy relative to the best compared isomer or geometry (same formula, charge and spin)**: 1.0914 eV
**Highest occupied orbital energy**: -12.20 eV

```
! RIJCOSX wB97M-V def2-TZVPD def2/J DEFGRID3
* xyz 0 1
C -0.1076 -1.2158 -0.6149
C -0.1626 0.0488 0.3041
O 1.1144 0.4613 0.3452
O -1.1627 0.9566 -0.0803
F 0.6745 -0.5964 -1.9922
F -1.2300 -1.5615 -1.1869
F -0.5032 -0.4843 1.5298
H 0.5749 -2.0846 -0.2406
H 1.2743 0.9183 1.1388
H -1.5384 0.6508 -0.9151
*
```

=====

[8]
Formula: C2H3F3S
Source: OMol25
Level of theory: ωB97M-V/def2-TZVPD

Computed properties:
**Energy relative to the best compared isomer or geometry (same formula, charge and spin)**: 1.6304 eV
**Highest occupied orbital energy (alpha / beta)**: -5.79 / -10.51 eV

```
! RIJCOSX wB97M-V def2-TZVPD def2/J DEFGRID3
* xyz 0 3
C -3.1800 -0.3137 -0.0747
C -2.1042 0.1416 -0.7788
F -3.8229 0.1418 0.9824
F -3.6189 -1.5732 -0.4471
F 1.0663 -0.3623 0.5784
S -1.4089 1.6264 -0.1088
H 0.6955 0.3632 1.0677
H -1.6271 -0.3139 -1.5490
H -1.4285 2.4904 -1.2124
*
```

=====

[9]
Formula: C2H3F3Si
Source: OMol25
Level of theory: ωB97M-V/def2-TZVPD

Computed properties:
**Structure (SMILES)**: F[SiH](F)F.C#C
**Energy relative to the best compared isomer or geometry (same formula, charge and spin)**: 2.4790 eV
**Highest occupied orbital energy**: -10.57 eV

```
! RIJCOSX wB97M-V def2-TZVPD def2/J DEFGRID3
* xyz 0 1
F 4.1169 1.6255 -1.6706
Si 3.3365 0.3783 -2.2576
F 4.0747 0.5002 -3.7549
F 1.8072 0.7061 -2.3790
H 3.6438 -0.8833 -1.3337
C 0.3321 1.5187 -0.3369
C 0.1359 0.3129 -0.4357
H 0.6848 2.5286 -0.2552
H -0.3318 -0.6028 -0.1419
*
```

=====

[10]
Formula: C2H3FIN3
Source: OMol25
Level of theory: ωB97M-V/def2-TZVPD

Computed properties:
**Structure (SMILES)**: Fc1cnn[nH]1.I
**Energy relative to the best compared isomer or geometry (same formula, charge and spin)**: 0.2977 eV
**Highest occupied orbital energy**: -9.59 eV

```
! RIJCOSX wB97M-V def2-TZVPD def2/J DEFGRID3
* xyz 0 1
F -2.7866 -0.5367 0.1122
C -1.5514 -0.1115 0.0432
C -0.7421 0.0431 -1.0781
N 0.4534 0.5079 -0.5577
N 0.4683 0.6364 0.7602
N -0.7786 0.1844 1.1468
H -1.0373 0.0998 -2.0754
H -1.0003 0.1040 2.1219
I 3.7665 -1.1395 -0.3007
H 3.2081 0.2120 -0.1724
*
```

=====

[11]
Formula: C2H3FMgO
Source: OMol25
Level of theory: ωB97M-V/def2-TZVPD

Computed properties:
**Energy relative to the best compared isomer or geometry (same formula, charge and spin)**: 0.1355 eV
**Highest occupied orbital energy (alpha / beta)**: -12.87 / -13.16 eV

```
! RIJCOSX wB97M-V def2-TZVPD def2/J DEFGRID3
* xyz 1 2
H 2.4285 1.0621 -1.0577
O -0.7427 -0.1409 1.5927
C -0.5797 0.5390 0.4783
C -0.1279 -0.0213 -0.6541
H -0.8054 1.6121 0.4733
H -0.0016 0.3449 -1.6655
F 0.1448 -1.4156 -0.5357
Mg -0.3161 -1.9803 1.3689
*
```

=====

[12]
Formula: C2H3FN2O
Source: OMol25
Level of theory: ωB97M-V/def2-TZVPD

Computed properties:
**Structure (SMILES)**: C1=NN1.O=CF
**Energy relative to the best compared isomer or geometry (same formula, charge and spin)**: 2.6977 eV
**Highest occupied orbital energy**: -9.72 eV

```
! RIJCOSX wB97M-V def2-TZVPD def2/J DEFGRID3
* xyz 0 1
C 0.2105 -1.0977 1.2041
N 0.7386 -1.4946 0.1748
N 1.4247 -0.4161 1.1548
H -0.5254 -1.5194 1.8904
H 1.9903 -0.8750 1.9195
O -0.7510 1.2756 -0.3591
C -0.8996 1.3199 -1.5117
F -1.5162 2.2833 -2.2641
H -0.6718 0.5241 -2.2087
*
```

=====

[13]
Formula: C2H3FN2O6
Source: OMol25
Level of theory: ωB97M-V/def2-TZVPD

Computed properties:
**Structure (SMILES)**: O=[N+]([O-])/C(F)=[N+](/[O-])O.O=CO
**Energy relative to the best compared isomer or geometry (same formula, charge and spin)**: 0.7483 eV
**Highest occupied orbital energy (alpha / beta)**: -10.23 / -10.23 eV

```
! RIJCOSX wB97M-V def2-TZVPD def2/J DEFGRID3
* xyz 0 1
O 0.8981 2.1465 -0.4883
N 0.4141 1.6464 0.5509
O -0.3758 2.1963 1.2683
C 0.6658 0.3222 0.8341
F 0.2307 -0.2225 1.9513
N 1.2931 -0.5111 -0.0036
O 1.3062 -1.7258 0.2140
O 1.7770 -0.1104 -1.1461
H 1.4576 0.8310 -1.2760
O -1.1859 0.2421 -1.0515
C -1.3799 -0.9223 -0.7381
O -1.8189 -1.4248 0.4038
H -1.5116 -1.6183 -1.6543
H -1.7704 -0.8494 1.1356
*
```

=====

[14]
Formula: C2H3FNP
Source: OMol25
Level of theory: ωB97M-V/def2-TZVPD

Computed properties:
**Energy relative to the best compared isomer or geometry (same formula, charge and spin)**: 1.6981 eV
**Highest occupied orbital energy (alpha / beta)**: -9.04 / -9.04 eV

```
! RIJCOSX wB97M-V def2-TZVPD def2/J DEFGRID3
* xyz 0 1
C 0.5349 -0.4579 -0.1530
C 1.7006 -0.0052 -0.3455
N -2.2773 0.2041 -0.2170
F -1.3209 -1.1689 1.6610
P -0.9575 0.0195 0.5597
H 2.3757 0.8068 0.0860
H 2.3329 -0.5314 -0.9154
H -2.3884 1.1330 -0.6759
*
```

=====

[15]
Formula: C2H3FNP
Source: OMol25
Level of theory: ωB97M-V/def2-TZVPD

Computed properties:
**Energy relative to the best compared isomer or geometry (same formula, charge and spin)**: 1.7269 eV
**Highest occupied orbital energy**: -8.32 eV

```
! RIJCOSX wB97M-V def2-TZVPD def2/J DEFGRID3
* xyz 0 1
C -0.1783 0.5225 -0.2064
C 0.2315 -0.1037 0.9582
N -0.0979 1.4739 -0.9282
F 0.1768 -1.9351 -1.0196
P -0.8242 -1.2954 0.0658
H 1.7151 -0.2653 1.1542
H -0.3490 0.0639 1.8469
H -0.6739 1.5393 -1.8708
*
```

=====

[16]
Formula: C2H3FNP
Source: OMol25
Level of theory: ωB97M-V/def2-TZVPD

Computed properties:
**Structure (SMILES)**: [H]/N=C1/CP1F
**Energy relative to the best compared isomer or geometry (same formula, charge and spin)**: 0.0000 eV
**Highest occupied orbital energy**: -8.33 eV

```
! RIJCOSX wB97M-V def2-TZVPD def2/J DEFGRID3
* xyz 0 1
H -0.8921 -2.2509 0.5361
N -1.1824 -1.3490 0.1721
C -0.4327 -0.3846 0.2224
C -0.1702 0.9905 -0.1149
P 1.4473 0.2919 0.6263
F 2.0603 -0.2797 -0.7965
H -0.1746 1.2590 -1.1646
H -0.6557 1.7228 0.5190
*
```

=====

[17]
Formula: C2H3FNaO2
Source: OMol25
Level of theory: ωB97M-V/def2-TZVPD

Computed properties:
**Energy relative to the best compared isomer or geometry (same formula, charge and spin)**: 2.2142 eV
**Highest occupied orbital energy (alpha / beta)**: -7.16 / -6.63 eV

```
! RIJCOSX wB97M-V def2-TZVPD def2/J DEFGRID3
* xyz 0 2
H 1.0735 -1.9753 0.0679
C 0.8074 -1.1069 0.6729
C 1.2113 0.1195 0.3501
H 0.2581 -1.2435 1.6055
H 1.0155 1.0288 0.9221
F 1.9355 0.3543 -0.7487
O -1.9558 1.5007 -1.7145
O -2.6346 1.6406 -0.5923
Na -1.7108 -0.3181 -0.5630
*
```

=====

[18]
Formula: C2H3FO2
Source: OMol25
Level of theory: ωB97M-V/def2-TZVPD

Computed properties:
**Energy relative to the best compared isomer or geometry (same formula, charge and spin)**: 5.4112 eV
**Highest occupied orbital energy**: -9.52 eV

```
! RIJCOSX wB97M-V def2-TZVPD def2/J DEFGRID3
* xyz 0 1
C 0.4966 -0.1674 0.3646
C -0.8659 0.0408 -0.0596
O 1.4117 0.7578 0.3399
O 1.7133 0.4452 -1.0631
F 0.8882 -1.3912 0.7807
H -1.3425 0.2368 0.8099
H -1.3768 -0.7943 -0.5706
H -0.9246 0.8724 -0.6017
*
```

=====

[19]
Formula: C2H3FO2
Source: OMol25
Level of theory: ωB97M-V/def2-TZVPD

Computed properties:
**Energy relative to the best compared isomer or geometry (same formula, charge and spin)**: 1.9623 eV
**Highest occupied orbital energy (alpha / beta)**: -5.00 / -10.73 eV

```
! RIJCOSX wB97M-V def2-TZVPD def2/J DEFGRID3
* xyz 0 3
C 0.6740 -0.3387 -0.1695
C -0.7823 -0.1821 0.0386
O 0.3814 -0.9211 1.0766
O -1.1553 0.9996 0.5046
F -1.8069 -1.0105 -0.2020
H 0.9398 -1.0835 -1.0276
H 1.1046 0.5729 -0.2478
H -1.8995 1.1393 1.0767
*
```

=====

[20]
Formula: C2H3FO2P
Source: OMol25
Level of theory: ωB97M-V/def2-TZVPD

Computed properties:
**Energy relative to the best compared isomer or geometry (same formula, charge and spin)**: 2.2065 eV
**Highest occupied orbital energy**: -3.57 eV

```
! RIJCOSX wB97M-V def2-TZVPD def2/J DEFGRID3
* xyz -1 1
C 1.1452 -0.2063 -0.3272
C 0.0190 -0.1041 0.6446
O -2.5914 0.5346 1.1067
O -1.6647 1.3111 -1.1387
F 1.7860 -1.5555 -0.3341
P -1.4358 0.7322 0.2050
H 2.0872 0.4164 -0.3052
H 0.8183 -0.2239 -1.2976
H -0.1638 -0.9046 1.4465
*
```

=====

no.,E_tot (Eh)
1,-817.81564
2,-407.59404
3,-1017.31647
4,-675.73984
5,-507.55409
6,-528.08588
7,-528.04577
8,-775.59102
9,-667.18125
10,-639.76641
11,-452.80964
12,-362.49209
13,-738.57462
14,-573.87058
15,-573.86952
16,-573.93298
17,-490.51059
18,-328.15618
19,-328.07667
20,-669.77491